1.
A single C4H4O2 molecule in a non-equilibrium geometry, computed with the ωB97M-V functional and the def2-TZVPD basis.

Output
**Kohn-Sham gap (spin up / spin down)**: 8.46 / 8.43 eV
**HOMO energy (spin up / spin down)**: -9.908 / -9.949 eV
**Relative energy (zero: lowest compared OMol25 entry of this formula, charge and spin)**: 3.823 eV
**LUMO energy (spin up / spin down)**: -1.4 / -1.5 eV
**F_max**: 0.028 Eh/bohr

Each line ends with the natural charge from an NBO analysis.
Atoms and positions in Å:
O (0.7476, -1.5253, 1.7045)  -0.4862
C (0.3807, -0.8091, 0.8036)  0.5128
C (0.6931, 0.5969, 0.3407)  -0.5321
C (-0.5972, 0.6329, -0.5557)  0.1033
O (-0.3601, 0.2423, -1.7884)  -0.4655
C (-0.7020, -0.8554, -0.2096)  -0.0417
H (1.6238, 0.6351, -0.2337)  0.2536
H (0.5917, 1.3618, 1.0979)  0.2411
H (-1.3597, 1.3806, -0.3186)  0.1812
H (-1.0177, -1.6597, -0.8406)  0.2336

=====

2.
A molecular structure, C56H38FeI4N6OS4 in a non-equilibrium geometry, computed with the ωB97M-V functional and the def2-TZVPD basis.

Output
**Kohn-Sham gap**: 3.37 eV
**HOMO energy**: -0.442 eV
**Net charge**: -2
**Relative energy (zero: lowest compared OMol25 entry of this formula, charge and spin)**: 0.000 eV
**LUMO energy**: 2.9 eV
**F_max**: 0.021 Eh/bohr

Each line ends with the Löwdin charge.
Atoms and positions in Å:
Fe (0.4129, -0.0250, -1.3570)  0.1509
I (3.0525, -9.3780, -0.9366)  0.7601
C (2.4543, -7.3471, -0.8320)  -0.7222
C (2.0363, -6.7037, -1.9846)  -0.1480
C (1.6459, -5.3760, -1.9032)  -0.0071
C (1.6784, -4.6856, -0.6906)  -0.1977
C (2.1163, -5.3600, 0.4456)  -0.0322
C (2.4951, -6.6944, 0.3861)  -0.1628
C (1.2692, -3.2578, -0.6722)  -0.0733
C (2.2603, -2.2974, -0.5156)  -0.2347
C (3.6443, -2.5940, -0.2458)  -0.0093
C (4.2869, -1.4074, -0.1897)  -0.0098
C (3.2991, -0.3867, -0.4523)  -0.2246
C (3.6133, 0.9636, -0.6268)  -0.0590
C (5.0118, 1.3745, -0.3651)  -0.1902
C (5.5660, 1.2551, 0.9103)  -0.0305
C (6.8748, 1.6373, 1.1627)  -0.1622
C (7.6422, 2.1318, 0.1229)  -0.7256
I (9.6321, 2.7470, 0.5013)  0.7590
C (7.1297, 2.2448, -1.1577)  -0.1501
C (5.8165, 1.8672, -1.3934)  -0.0162
C (2.7269, 1.9223, -1.1146)  -0.2282
N (1.4204, 1.7150, -1.4241)  0.0695
C (0.9556, 2.9004, -1.8967)  -0.2615
C (-0.3446, 3.1577, -2.3394)  -0.0804
C (-0.5823, 4.4896, -2.9566)  -0.1802
C (0.1359, 4.8326, -4.1026)  -0.0241
C (-0.0483, 6.0632, -4.7156)  -0.1391
C (-0.9548, 6.9532, -4.1686)  -0.7234
I (-1.2423, 8.8343, -5.0986)  0.7439
C (-1.6864, 6.6427, -3.0375)  -0.1656
C (-1.4967, 5.4045, -2.4378)  -0.0336
C (-1.3868, 2.2346, -2.3040)  -0.2801
C (-2.7384, 2.5043, -2.7285)  -0.0234
C (-3.4277, 1.3604, -2.5758)  -0.0220
C (-2.4897, 0.3629, -2.1099)  -0.2381
N (-1.2709, 0.9301, -1.9170)  0.0633
C (-2.8242, -0.9724, -1.8950)  -0.0572
C (-1.9276, -1.9607, -1.4474)  -0.2252
C (-2.2411, -3.3609, -1.3364)  -0.0167
C (-1.0870, -3.9941, -1.0135)  -0.0170
C (-0.0734, -2.9821, -0.9411)  -0.2435
N (-0.6116, -1.7553, -1.1823)  0.0398
C (-4.1861, -1.4055, -2.2772)  -0.1780
C (-4.6575, -1.1986, -3.5770)  -0.0130
C (-5.8996, -1.6701, -3.9724)  -0.1466
C (-6.6809, -2.3597, -3.0613)  -0.7264
I (-8.5490, -3.1430, -3.6730)  0.7608
C (-6.2576, -2.5641, -1.7605)  -0.1648
C (-5.0166, -2.0790, -1.3780)  -0.0448
C (1.9883, 3.9018, -1.8430)  -0.0157
C (3.0863, 3.2967, -1.3464)  -0.0119
N (2.0815, -0.9528, -0.6403)  0.0511
H (2.0217, -7.2191, -2.9352)  0.0901
H (1.3229, -4.8483, -2.7922)  0.1364
H (2.1530, -4.8333, 1.3912)  0.1225
H (2.8181, -7.2110, 1.2799)  0.0849
H (4.0630, -3.5806, -0.1307)  0.0991
H (5.3401, -1.2318, -0.0454)  0.1012
H (4.9597, 0.8578, 1.7146)  0.1234
H (7.2869, 1.5481, 2.1591)  0.0850
H (7.7441, 2.6073, -1.9707)  0.0900
H (5.4033, 1.9282, -2.3934)  0.1335
H (0.8337, 4.1122, -4.5242)  0.0475
H (0.5076, 6.3141, -5.6086)  0.0924
H (-2.3871, 7.3529, -2.6190)  0.0830
H (-2.0675, 5.1559, -1.5567)  0.1089
H (-3.1028, 3.4547, -3.0757)  0.1063
H (-4.4785, 1.2040, -2.7542)  0.1020
H (-3.1979, -3.8162, -1.5249)  0.0945
H (-0.9375, -5.0456, -0.8269)  0.1030
H (-4.0249, -0.6898, -4.2949)  0.1310
H (-6.2425, -1.5148, -4.9865)  0.0911
H (-6.8790, -3.0990, -1.0547)  0.0847
H (-4.6770, -2.2265, -0.3606)  0.1113
H (1.8741, 4.9318, -2.1358)  0.1086
H (4.0536, 3.7325, -1.1601)  0.1017
S (2.1291, 1.8694, -4.7948)  0.3466
C (0.7924, 0.8581, -4.5676)  -1.7950
S (-0.7151, 1.1859, -5.2493)  0.3579
S (0.9923, -0.5784, -3.5685)  0.4439
C (-1.4696, -0.6978, 4.9593)  -0.1075
C (-2.7720, -1.1299, 4.2844)  -0.2337
C (-2.6369, -1.1502, 2.7574)  -0.2128
N (-2.7626, 0.1782, 2.2003)  0.0102
C (-1.7691, 0.8874, 1.6312)  -0.7729
S (-0.2616, 0.2289, 1.3340)  0.7862
N (-2.0403, 2.2058, 1.3377)  0.1274
C (-3.1912, 2.9611, 1.5830)  -0.4025
O (-3.5251, 3.8100, 0.7903)  0.1097
C (-3.9114, 2.8170, 2.8679)  -0.1545
C (-5.2374, 3.2597, 2.9087)  -0.0130
C (-5.9407, 3.2861, 4.0967)  -0.0782
C (-5.3267, 2.8855, 5.2774)  -0.0842
C (-4.0049, 2.4615, 5.2506)  -0.0819
C (-3.3003, 2.4233, 4.0608)  -0.0348
H (-1.6382, -0.4111, 5.9992)  0.0635
H (-1.0264, 0.1438, 4.4239)  0.0499
H (-0.7426, -1.5103, 4.9454)  0.0753
H (-3.5767, -0.4393, 4.5531)  0.0885
H (-3.0573, -2.1253, 4.6335)  0.1023
H (-3.4073, -1.7915, 2.3220)  0.1158
H (-1.6606, -1.5315, 2.4614)  0.0732
H (-3.6683, 0.6119, 2.2527)  0.1278
H (-1.4610, 2.5901, 0.5928)  0.1394
H (-5.6897, 3.5844, 1.9812)  0.1208
H (-6.9696, 3.6225, 4.1059)  0.1012
H (-5.8669, 2.9276, 6.2143)  0.0988
H (-3.5088, 2.1819, 6.1717)  0.1045
H (-2.2614, 2.1197, 4.0595)  0.1138

=====

3.
2 unconnected molecules or ions with the total composition C2H5N4O2 in a non-equilibrium geometry, computed with the ωB97M-V functional and the def2-TZVPD basis.

Output
**Kohn-Sham gap**: 8.30 eV
**HOMO energy**: -4.277 eV
**Net charge**: -1
**Relative energy (zero: lowest compared OMol25 entry of this formula, charge and spin)**: 2.435 eV
**LUMO energy**: 4.0 eV
**F_max**: 0.110 Eh/bohr

Each line ends with the natural charge from an NBO analysis.
Atoms and positions in Å:
C (0.9371, -0.7474, -0.9876)  -0.7324
C (-0.3351, -0.6502, -0.3438)  0.3012
N (-0.1496, 0.8128, 2.0005)  -0.6611
N (-2.6904, -0.3355, -0.3018)  -0.6714
N (-1.4557, -0.3431, -0.2504)  0.0133
N (1.0901, 0.7080, 2.3292)  0.5769
O (1.5761, 1.4259, 3.1785)  -0.5780
O (1.8363, -0.1430, 1.7784)  -0.6119
H (1.0105, -0.0654, -1.8302)  0.2082
H (1.1956, -1.8226, -1.4266)  0.2148
H (1.7906, -0.4979, -0.2162)  0.3174
H (-0.4488, 1.6415, 2.6238)  0.3038
H (-3.1494, 0.1283, 0.3452)  0.3193

=====

4.
2 unconnected molecules or ions with the total composition C8H12N2O5S3 in a non-equilibrium geometry, computed with the ωB97M-V functional and the def2-TZVPD basis.

Output
**Kohn-Sham gap**: 5.64 eV
**HOMO energy**: -7.646 eV
**LUMO energy**: -2.0 eV
**F_max**: 0.115 Eh/bohr

Each line ends with the natural charge from an NBO analysis.
Atoms and positions in Å:
O (-0.4078, -0.4196, 1.7912)  -0.5633
C (-0.0935, -0.3160, 0.5709)  0.5835
C (-1.1502, -0.6779, -0.5665)  -0.7462
S (-2.6387, 0.4661, -0.5869)  2.1279
O (-3.0835, 0.4830, -2.0480)  -0.9452
O (-2.0922, 1.8256, -0.1805)  -0.9526
N (-3.8544, -0.0341, 0.4966)  -1.0906
S (-5.3614, 0.7105, 0.1744)  1.9724
O (-6.1820, 0.8987, 1.4477)  -0.9057
O (-6.2469, -0.1099, -0.7607)  -0.9272
S (-5.2240, 2.6349, -0.6837)  -0.2199
C (1.3627, 0.1420, 0.0875)  -0.1884
C (2.1283, 1.2968, 0.7844)  -0.1817
C (3.5481, 1.6623, 0.2412)  -0.2187
C (4.1950, 0.9197, -0.9601)  -0.1966
C (3.4378, -0.2652, -1.6532)  -0.2240
C (2.0335, -0.6042, -1.1125)  -0.2440
H (-0.6474, -0.5084, -1.5928)  0.2666
H (-1.4610, -1.7866, -0.5675)  0.2705
H (-4.7817, 2.4271, -1.9824)  0.1780
H (1.6910, 1.8526, 1.6738)  0.2632
H (4.1470, 2.5067, 0.7123)  0.2414
H (5.2191, 1.2235, -1.3505)  0.2401
H (3.9208, -0.8365, -2.5145)  0.2470
H (1.4632, -1.4505, -1.6405)  0.2341
N (2.0172, -2.4100, 2.0442)  -0.8724
H (1.2630, -1.7278, 2.2308)  0.4890
H (1.7047, -3.0766, 1.3332)  0.4528
H (2.8479, -1.9143, 1.7055)  0.4634
H (2.2456, -2.9120, 2.9067)  0.4462

=====

5.
A molecular structure, C40H40Br2N7O9SbZr in a non-equilibrium geometry, computed with the ωB97M-V functional and the def2-TZVPD basis.

Output
**Kohn-Sham gap**: 7.16 eV
**HOMO energy**: -13.085 eV
**Net charge**: +2
**Relative energy (zero: lowest compared OMol25 entry of this formula, charge and spin)**: 3.009 eV
**LUMO energy**: -5.9 eV
**F_max**: 0.035 Eh/bohr

Each line ends with the Löwdin charge.
Atoms and positions in Å:
Zr (-0.5958, -0.6439, 0.3334)  1.7166
N (-1.9978, 0.1683, -1.3368)  -0.0968
C (-2.0512, -0.2913, -2.7490)  -0.2302
C (-2.9092, -1.5344, -2.9051)  -0.1690
C (-2.2818, -2.7654, -2.2723)  -0.2140
N (-2.0825, -2.5666, -0.8151)  -0.0267
H (-2.9566, 0.1781, -0.9892)  0.1128
H (-1.7114, 1.1638, -1.3684)  0.0323
H (-1.0348, -0.4985, -3.0907)  0.0780
H (-2.4540, 0.5046, -3.3785)  0.1266
H (-3.0786, -1.7254, -3.9645)  0.1298
H (-3.8941, -1.3565, -2.4577)  0.1248
H (-1.3089, -2.9661, -2.7252)  0.1165
H (-2.9221, -3.6283, -2.4641)  0.1275
H (-1.7175, -3.4379, -0.4383)  0.0973
H (-3.0025, -2.4593, -0.3949)  0.1022
C (4.6558, -0.4680, 2.3044)  0.0055
O (3.4755, -0.4544, 1.4874)  0.0248
C (2.3207, -0.8107, 1.9792)  -0.4977
O (1.3367, -0.8598, 1.1936)  -0.1478
N (2.2533, -1.2105, 3.2378)  0.0618
N (1.1873, -1.9303, 3.7915)  0.0979
H (5.4759, -0.2699, 1.6249)  0.1072
H (4.8074, -1.4451, 2.7675)  0.1088
H (4.6109, 0.3198, 3.0567)  0.1136
H (3.0769, -1.2133, 3.8143)  0.1477
H (0.7545, -1.3838, 4.5269)  0.0747
H (0.5124, -2.1446, 3.0693)  0.0467
C (-1.4715, 3.8822, -3.4290)  -0.0121
C (-1.7865, 4.0441, -1.9748)  -0.2938
C (-2.4962, 5.1811, -1.5191)  0.0142
C (-2.8159, 5.3049, -0.2015)  0.0018
C (-2.4049, 4.3091, 0.7177)  -0.1698
C (-2.6634, 4.3413, 2.1098)  -0.6001
Br (-3.6234, 5.7815, 2.8688)  0.8530
C (-2.2190, 3.3494, 2.9434)  -0.1346
C (-1.4802, 2.3018, 2.3955)  -0.5104
Br (-0.7156, 0.8798, 3.4187)  0.9476
C (-1.1947, 2.2043, 1.0507)  -0.3620
O (-0.4004, 1.2166, 0.6047)  -0.4579
C (-1.6822, 3.2190, 0.1797)  -0.1419
N (-1.4040, 3.0955, -1.1469)  0.1315
H (-1.0063, 4.7871, -3.8217)  0.0945
H (-2.3884, 3.7275, -4.0024)  0.0947
H (-0.7993, 3.0403, -3.5867)  0.0643
H (-2.7906, 5.9415, -2.2299)  0.1288
H (-3.3736, 6.1603, 0.1543)  0.0918
H (-2.4187, 3.3894, 4.0046)  0.1125
O (-2.4321, -0.8056, 1.4299)  -0.1247
C (-1.9781, -1.8171, 2.0491)  -0.6065
O (-0.8676, -2.2970, 1.6331)  -0.1642
C (-2.6644, -2.4181, 3.2002)  -0.1058
C (-3.6453, -1.7148, 3.8911)  0.0889
C (-4.2395, -2.3101, 4.9846)  -0.0824
C (-3.9180, -3.5933, 5.3902)  0.1243
C (-2.9422, -4.2713, 4.6804)  -0.0850
C (-2.2977, -3.7010, 3.6030)  0.0903
N (-2.5802, -5.6504, 5.0790)  -0.3423
O (-3.1689, -6.1185, 6.0241)  0.1305
O (-1.7209, -6.1968, 4.4166)  0.1014
N (-5.2542, -1.5449, 5.7477)  -0.3417
O (-5.7858, -2.1129, 6.6719)  0.1295
O (-5.4697, -0.4104, 5.3725)  0.1028
H (-3.9352, -0.7164, 3.5934)  0.1384
H (-4.4126, -4.0476, 6.2378)  0.1467
H (-1.5255, -4.2511, 3.0848)  0.1382
C (2.8912, 1.7246, -6.2645)  -0.0601
C (2.2905, 0.4959, -6.0280)  -0.0688
C (1.8572, 0.1668, -4.7523)  -0.1372
C (2.0428, 1.0611, -3.7028)  -0.3756
C (2.6288, 2.2993, -3.9433)  -0.1322
C (3.0585, 2.6254, -5.2217)  -0.0624
Sb (1.3121, 0.5926, -1.7395)  1.6195
C (2.8525, 1.6843, -0.7153)  -0.3636
C (2.5100, 2.5444, 0.3238)  -0.1223
C (3.4862, 3.3105, 0.9486)  -0.0673
C (4.8082, 3.2148, 0.5394)  -0.0668
C (5.1524, 2.3598, -0.4999)  -0.0664
C (4.1770, 1.6027, -1.1328)  -0.1284
C (2.0239, -1.4540, -1.7353)  -0.3581
C (1.1470, -2.3982, -1.2100)  -0.2177
C (1.4665, -3.7451, -1.1516)  -0.0591
C (2.6939, -4.1636, -1.6436)  -0.0522
C (3.5718, -3.2396, -2.1963)  -0.0452
C (3.2377, -1.8924, -2.2501)  -0.0920
H (3.2274, 1.9815, -7.2599)  0.1146
H (2.1601, -0.2054, -6.8420)  0.1127
H (1.3957, -0.7999, -4.5782)  0.0958
H (2.7619, 3.0070, -3.1339)  0.0997
H (3.5231, 3.5862, -5.4008)  0.1141
H (1.4820, 2.6274, 0.6485)  0.0816
H (3.2126, 3.9943, 1.7426)  0.1115
H (5.5692, 3.8166, 1.0196)  0.1134
H (6.1822, 2.2931, -0.8279)  0.1145
H (4.4502, 0.9662, -1.9653)  0.0963
H (0.1576, -2.0712, -0.8527)  -0.0124
H (0.7736, -4.4678, -0.7362)  0.1147
H (2.9590, -5.2112, -1.6044)  0.1179
H (4.5224, -3.5730, -2.5924)  0.1184
H (3.9189, -1.1839, -2.7047)  0.1019

=====

6.
A molecular structure, C6H7NO in a non-equilibrium geometry, computed with the ωB97M-V functional and the def2-TZVPD basis.

Output
**Kohn-Sham gap**: 8.81 eV
**HOMO energy**: -8.266 eV
**Relative energy (zero: lowest compared OMol25 entry of this formula, charge and spin)**: 5.843 eV
**LUMO energy**: 0.5 eV
**F_max**: 0.043 Eh/bohr

Each line ends with the natural charge from an NBO analysis.
Atoms and positions in Å:
C (-0.1099, -0.8885, -1.3498)  0.2738
C (-0.1491, -0.6597, 0.1443)  -0.0881
N (-0.6040, -1.7887, 0.8904)  -0.8561
C (1.0121, 0.0731, 0.7114)  -0.1814
C (1.3371, 1.3310, 0.3989)  -0.4369
O (0.7505, -0.2156, -2.0548)  -0.6424
C (-1.3226, 0.2028, -0.3468)  -0.0662
C (-2.2292, 1.0016, -0.3796)  -0.1580
H (1.3213, 0.4241, -1.5264)  0.4596
H (-0.2381, -1.9351, 1.8222)  0.4018
H (-1.3498, -2.2893, 0.4236)  0.4075
H (1.7281, -0.5690, 1.2110)  0.2173
H (0.6285, 2.0029, -0.0669)  0.2162
H (2.3270, 1.7188, 0.5940)  0.2135
H (-3.1019, 1.5914, -0.4715)  0.2393

=====

> The lowest F_max belongs to which entry?

C56H38FeI4N6OS4